6 unconnected molecules or ions with the total composition C14H42N2O8, computed with ωB97M-V/def2-TZVPD.

Properties
relative energy (zero: lowest compared OMol25 entry of this formula, charge and spin) = 3.416 eV
SMILES = COCCNCCOC.COCCNCCOC.CCO.O.O.O
total energy = -34553.330 eV
Kohn-Sham gap = 0.3303 Ha
HOMO = -8.446 eV

Last column: Löwdin charge in e.
Atoms and positions in Å:
1 O 4.26035 1.04245 -0.15079  -0.1961
2 C -7.83909 -3.38892 5.42149  -0.1508
3 C -1.91177 -3.51410 1.86380  -0.0719
4 H -1.96291 -4.40203 1.23368  0.0878
5 H 0.77873 1.87870 -1.05813  0.0268
6 O -6.50433 -3.72417 5.62946  -0.2050
7 C -4.20784 -3.07500 6.31744  -0.1763
8 C -0.93222 4.56519 -6.30073  -0.3190
9 H 5.90438 1.55697 1.26627  0.0814
10 H 6.16916 -0.06955 -6.66319  0.0814
11 H -3.04488 -1.67380 5.22173  0.1022
12 H -0.27658 -2.64669 4.66715  0.1122
13 H 3.86759 -1.03068 -5.98293  0.1157
14 H -2.89224 4.01011 -5.44804  0.0683
15 H -1.60383 -2.57746 1.39907  0.0805
16 H 4.87771 0.12055 1.52302  0.0779
17 C -5.76290 -2.70288 6.36458  -0.1522
18 H 5.99681 -0.06546 -0.55217  0.1065
19 O -0.94296 -3.67846 2.93584  -0.2067
20 C 5.53049 0.73273 -6.29368  -0.1079
21 O -1.11696 7.14031 0.10463  -0.0544
22 C -2.20925 -3.33884 5.00185  -0.2175
23 C 5.13015 0.39492 -1.02657  -0.2796
24 H -1.76506 -3.43749 5.99234  0.0981
25 C 4.88461 1.17298 1.23939  -0.0292
26 N -3.44989 -2.59760 5.17011  -0.0989
27 O 0.62870 2.49889 -0.34463  -0.0522
28 H -2.45604 -4.36990 4.74866  0.1203
29 H -8.36260 -3.21555 6.36170  0.0833
30 H -2.26308 0.90157 2.24794  0.0203
31 C 4.52754 -0.76172 -1.88236  -0.1435
32 H -1.25896 6.36327 -0.43599  0.0269
33 H -7.94530 -2.55176 4.73158  0.0842
34 H -5.81922 -1.76388 5.81394  0.1085
35 O 4.86262 0.55376 -5.01257  -0.1971
36 H -8.35308 -4.20048 4.90645  0.0845
37 H 6.06680 1.68151 -6.27670  0.0827
38 H 1.44006 2.48160 0.16295  0.0209
39 H 4.22439 1.62410 1.98014  0.0765
40 O -2.09215 1.75806 2.63967  -0.0537
41 H -1.22688 4.22972 -7.29508  0.0963
42 H 0.94958 4.52712 -6.74514  0.0778
43 C 4.21022 -0.76840 -4.98197  -0.1961
44 H -1.45952 2.94816 -5.03875  0.0646
45 H -1.30259 2.07070 2.19798  0.0214
46 N 3.41673 -0.08487 -2.66128  -0.0691
47 C 3.07631 -0.65306 -3.97003  -0.2192
48 H 3.75605 0.84481 -2.86291  0.0831
49 H -3.91099 -4.07183 6.64349  0.1191
50 H 5.63052 1.14949 -1.63349  0.1230
51 H -3.75868 -2.35859 7.00527  0.1079
52 O 0.41131 4.18770 -6.02635  -0.0833
53 H 2.53166 -1.58892 -3.84503  0.1150
54 H -1.99527 7.48645 0.26272  0.0269
55 H 4.87741 -1.52573 -4.57039  0.1051
56 H 2.37855 0.11158 -4.31143  0.1138
57 H -2.92580 -3.34368 2.22547  0.0792
58 H 4.13275 -1.62598 -1.34824  0.1173
59 H -6.22099 -2.56252 7.34364  0.1118
60 H -1.26302 -1.76470 3.61265  0.1093
61 H 4.83640 0.83300 -7.12811  0.0754
62 H -1.59164 4.41859 -4.20184  0.0641
63 H -1.08651 5.63483 -6.44271  0.0970
64 H 5.33087 -0.97253 -2.58829  0.0962
65 C -1.84234 3.96160 -5.15913  -0.0655
66 C -1.13103 -2.77401 4.00248  -0.2057

Forces on atoms 1 to 6 (eV/Å):
O 0.5023 0.9394 2.5929
C -0.4290 -0.1077 -0.3989
C 0.4321 0.7884 1.3146
H 0.6081 0.2417 -0.0213
H 0.1319 -0.2098 -0.2125
O 1.1102 0.4738 0.6842

2 unconnected molecules or ions with the total composition CH3ClF2Si, computed with ωB97M-V/def2-TZVPD.

Properties
relative energy (zero: lowest compared OMol25 entry of this formula, charge and spin) = 0.846 eV
total energy = -26918.617 eV
Kohn-Sham gap = 0.4019 Ha
HOMO = -10.812 eV

Last column: Löwdin charge in e.
Atoms and positions in Å:
1 Cl -0.40261 0.51141 -1.00769  0.1875
2 F 3.19088 -0.02618 -0.92528  0.0442
3 H -2.55549 -1.19830 0.27730  -0.0968
4 H -2.96372 0.61356 -1.01540  -0.1101
5 Si -2.04054 0.20650 0.10152  0.1286
6 C 3.27733 -0.86912 0.06383  -0.1027
7 F 3.64772 -0.24888 1.16061  0.0470
8 H -2.15357 1.01101 1.34512  -0.0976

Forces on atoms 1 to 6 (eV/Å):
Cl 1.6135 -0.1328 -0.0490
F 0.3360 0.4351 1.0481
H 0.8616 0.3034 0.3127
H -0.2467 0.2715 0.8457
Si -2.4918 -0.2761 -0.8495
C -0.1598 -0.9787 0.1097

A gas-phase ion, C3H4N3 (charge +1), computed with ωB97M-V/def2-TZVPD.

Properties
relative energy (zero: lowest compared OMol25 entry of this formula, charge and spin) = 4.622 eV
total energy = -7631.684 eV
Kohn-Sham gap (spin up / spin down) = 0.3096 / 0.2493 Ha
charge = +1
HOMO (spin up / spin down) = -14.835 / -14.371 eV

Last column: Löwdin charge in e.
Atoms and positions in Å:
1 N 1.25214 -1.49940 0.68173  0.2539
2 H 0.71815 -2.29893 0.94337  0.1489
3 C -0.94498 1.41212 -0.65616  -0.1872
4 C -1.22138 0.85306 0.47670  0.2737
5 C 0.59197 -0.77246 -0.15770  -0.1032
6 H -1.16558 2.42135 -0.78166  0.1131
7 N -0.19726 0.86082 -1.66966  0.1417
8 H 2.05445 -1.03958 1.04802  0.1542
9 N 0.44339 -0.16269 -1.16420  0.1239
10 H -1.53093 0.22573 1.27955  0.0809

Forces on atoms 1 to 6 (eV/Å):
N -1.5678 0.9151 -1.2703
H 0.5637 -0.9219 1.2070
C 0.3789 -0.0109 -0.2954
C -0.4216 -0.7334 1.1204
C 0.6323 -0.1474 -0.6466
H -0.8415 1.7657 -0.6450

A molecular structure, C7H9NO, computed with ωB97M-V/def2-TZVPD.

Properties
relative energy (zero: lowest compared OMol25 entry of this formula, charge and spin) = 10.318 eV
total energy = -10932.496 eV
Kohn-Sham gap = 0.3332 Ha
HOMO = -8.270 eV

Last column: Löwdin charge in e.
Atoms and positions in Å:
1 H -0.80541 -1.30824 -0.78320  0.1447
2 C -0.02565 1.80064 -1.25809  -0.2270
3 O 0.99753 0.95399 -1.22926  -0.0483
4 H -1.55707 2.84625 -0.18344  0.1854
5 H -2.38846 -0.81174 0.01548  0.1751
6 C -0.43975 -1.61014 0.26331  -0.3249
7 H -0.44932 1.20039 1.84075  0.1781
8 N 0.58757 -2.41615 0.33711  0.0822
9 H 1.60446 0.89512 0.54690  0.1216
10 H 0.40153 2.65754 -2.16977  0.2146
11 C 0.95944 -1.04278 0.54739  -0.2188
12 C -0.58852 0.84037 0.67206  -0.2244
13 H 1.15702 -1.04625 1.56041  0.1253
14 C 0.94021 0.26775 0.05752  -0.1855
15 C -0.97688 1.71237 -0.39328  -0.1571
16 C -1.42550 -0.56894 0.93242  -0.0978
17 H -1.75729 -0.65649 2.13473  0.1357
18 H 1.04130 -2.89112 -0.41558  0.1212

Forces on atoms 1 to 6 (eV/Å):
H 1.3765 -0.7588 0.5855
C 3.9757 3.3445 -5.6927
O 0.3067 -2.6118 -0.1951
H 1.1548 -3.8503 -0.8415
H 2.1537 1.5450 3.6745
C -3.8061 4.8100 -2.4758

15 unconnected molecules or ions with the total composition C27H88N26O15, computed with ωB97M-V/def2-TZVPD.

Properties
relative energy (zero: lowest compared OMol25 entry of this formula, charge and spin) = 6.003 eV
total energy = -98885.063 eV
Kohn-Sham gap = 0.2909 Ha
HOMO = -8.440 eV

Last column: Löwdin charge in e.
Atoms and positions in Å:
1 H 1.16133 4.97545 4.29507  0.0957
2 H 2.77844 -1.06870 -3.74767  0.0770
3 H -1.68246 4.87246 3.20556  0.0712
4 N -2.07488 1.67836 3.40292  0.1692
5 H 6.23077 2.15608 -4.89057  0.1216
6 H 0.10516 1.34563 -5.28112  0.0876
7 H -6.92689 1.97068 1.54967  0.0948
8 H -1.19587 1.53036 2.92800  0.0364
9 H -0.50470 4.34072 2.09296  0.0633
10 C 1.03107 -4.93231 0.64029  -0.7414
11 C -2.87357 -3.47796 1.78490  -0.7445
12 C 4.65015 2.69355 -3.84755  -0.7051
13 N 0.02891 -5.73405 0.63188  0.1700
14 H 0.03157 0.13419 -0.69739  0.0917
15 H -0.05846 -0.67454 -8.71408  0.0859
16 H 4.71333 4.43793 -0.23215  0.1292
17 N 0.27736 -0.55112 1.38379  0.1953
18 H 4.46840 1.29994 0.47339  0.0823
19 H 1.01276 -7.13358 3.46749  0.0987
20 H 2.39116 4.30769 2.80794  0.0866
21 H -3.16743 2.20051 -1.22323  0.0692
22 N -4.71095 -0.57275 -2.22244  0.0135
23 O -3.74098 -7.52214 -1.91724  0.0188
24 H -1.18714 -0.28929 3.24467  0.0760
25 H -2.88871 1.37478 -2.72118  0.0769
26 C -1.16819 5.18146 2.29554  -0.0436
27 N 0.13107 0.94501 -0.10345  0.1989
28 N 1.57092 4.31122 4.93627  0.1786
29 H -0.65590 -5.28888 1.22599  0.0564
30 N -3.93531 -3.66558 2.55441  0.1801
31 H 2.98592 2.62784 2.76818  0.1028
32 H -1.79028 7.28883 -1.98653  0.0802
33 N 4.22562 -0.60129 -1.35080  0.0363
34 H -4.81144 -3.16680 2.49353  0.1179
35 H 4.74723 -1.36179 2.69941  0.0916
36 H 1.43245 -3.06447 1.32817  0.0523
37 O -5.04247 1.74202 0.53900  -0.1654
38 N -2.49337 -2.27359 -2.46378  0.2153
39 C 2.75621 4.01250 -0.28981  -0.7965
40 C 0.91313 1.18505 -4.56733  -0.0761
41 O 2.13212 -5.13667 0.08115  -0.0228
42 H 5.78547 4.10531 -4.66710  0.1163
43 N 2.13797 -0.40446 -3.33695  0.0659
44 H 2.29418 -0.50152 -6.17716  0.1168
45 H -6.89621 2.46678 -0.13361  0.0865
46 H -4.52085 1.97706 -2.50773  0.0888
47 O -0.96129 -1.83513 -0.86972  -0.0119
48 H 4.62481 0.28585 -1.62231  0.0408
49 N -2.99343 -2.35726 1.19289  0.2069
50 H -2.90614 6.10225 1.29586  0.1414
51 N 2.63810 3.43874 3.25966  0.2039
52 N 5.50656 1.81573 -4.27429  0.1914
53 H 0.15639 -1.24056 0.65568  0.0475
54 H 0.23094 1.92009 -0.34708  0.0898
55 H 2.51691 -1.04282 3.44950  0.0691
56 C 4.15508 -2.27411 2.62772  -0.0572
57 N 0.59247 -0.05868 5.67394  0.1942
58 H 2.76646 0.95139 0.03970  0.0754
59 N 2.05323 -0.52074 4.17925  0.2132
60 H 0.84520 -7.91518 5.00258  0.1170
61 O 2.93223 -2.07560 1.87837  -0.2981
62 H -0.26952 8.03965 -1.66666  0.0826
63 N 5.13239 3.93111 -3.91661  0.1801
64 N 1.07372 -4.99480 4.11753  0.1764
65 O -1.91367 -4.20489 1.74896  0.0294
66 H -3.83124 4.02607 0.61036  0.0544
67 H -3.09949 -1.49090 -2.26350  0.0514
68 N 3.99313 3.84500 -0.61926  0.1819
69 H 2.37027 2.82204 -1.85142  0.0713
70 O 2.49542 2.36234 5.14074  0.0715
71 H 0.14700 -0.68042 -4.11325  0.1221
72 H -2.46730 -2.83774 -3.30113  0.0986
73 H 3.82319 -2.73288 3.55910  0.1015
74 O 0.57228 -2.04508 4.69628  0.0052
75 H 2.42735 0.39571 4.37989  0.0954
76 C -2.77020 0.63363 3.84077  -0.7860
77 H -0.52088 6.03126 2.51220  0.0831
78 C -5.23890 0.55571 -0.12527  -0.2190
79 H -2.57368 5.50604 -0.79349  0.1154
80 N -2.33649 -5.82042 -1.52475  0.1775
81 H 0.00310 -6.67034 0.25401  0.1315
82 H -6.01245 3.39362 1.10758  0.0822
83 N -3.18283 4.10529 1.38068  0.0769
84 C 0.18463 0.77568 1.16021  -0.7592
85 H -1.17030 4.49018 -0.36988  0.1115
86 C -1.72825 5.39124 -0.11513  -0.1866
87 H 3.29234 -0.66804 -1.73110  0.0082
88 H -0.22301 -3.52232 1.54487  0.0664
89 C 1.37039 -0.89819 -5.75600  -0.1915
90 H -5.04431 -0.31870 0.49571  0.1106
91 H 1.80596 1.64953 -4.98593  0.0819
92 C -0.83416 7.12424 -1.48968  -0.1243
93 H 5.26091 -0.84896 0.37201  0.1385
94 C -6.29288 2.39541 0.77138  -0.0749
95 N 0.96908 -7.06344 4.47411  0.1449
96 H -5.25800 -1.15619 -1.60564  0.0794
97 H 0.63995 -0.85429 2.27638  0.0782
98 H 1.12052 0.59394 -8.30960  0.0866
99 C -2.26954 5.21844 1.25454  -0.4699
100 H 2.21248 -1.71795 0.07722  0.1023
101 H 5.29839 0.84716 -4.07774  0.1249
102 N -3.47378 -5.76321 -3.30864  0.1585
103 H -5.38185 -0.13830 -2.83989  0.0897
104 H 1.03840 3.68366 -1.12858  0.1073
105 H -3.08107 -4.85019 -3.48830  0.0781
106 H -3.35769 -0.15342 -0.77754  0.1098
107 H -0.79673 -3.34813 -3.46816  0.1213
108 H 1.51114 -1.96674 -5.59323  0.1190
109 O 1.33579 -5.72776 6.26377  0.0001
110 H 0.34576 -3.45084 -2.14756  0.1429
111 C -1.31055 -2.37011 -1.92140  -0.7558
112 C 1.13072 -5.90962 5.05003  -0.7519
113 C 2.26651 3.28421 4.48098  -0.8316
114 N -2.15585 -0.40227 3.50720  0.1934
115 H -0.06183 -0.32621 6.39533  0.1270
116 H 1.29916 -4.03697 4.34518  0.0765
117 H -2.03049 -6.09244 -0.60146  0.0917
118 C 4.21371 -0.64645 0.14736  -0.3938
119 H -2.32591 -2.13833 0.46724  0.0721
120 H -0.25729 6.33757 -1.97596  0.0754
121 C -3.65619 1.58101 -1.97517  -0.0327
122 H 1.53138 -1.14570 -8.36289  0.0832
123 H -2.53206 -1.32955 3.64400  0.1195
124 H 3.56117 -2.77932 0.05033  0.1175
125 O -3.90460 0.67727 4.31306  -0.0018
126 C 3.22615 -1.82756 0.46266  -0.1488
127 O 3.71786 2.35801 -3.12134  -0.0261
128 N -0.58590 -3.25495 -2.48481  0.1913
129 C 0.77996 -0.41303 -8.06851  -0.0907
130 H 2.70646 0.42896 -3.38525  0.0263
131 H 0.68180 1.69778 -3.63368  0.0789
132 H 4.64445 -3.00890 1.98841  0.0991
133 O 0.28400 1.67055 1.95408  0.0359
134 N 0.69960 -3.74779 1.20127  0.1756
135 H 1.05418 0.83625 5.59631  0.0754
136 H -1.86552 -4.95617 -1.75137  0.0678
137 H -4.07458 -6.12415 -4.03587  0.1201
138 H -3.84229 -1.81026 1.21135  0.1001
139 H 3.39876 0.62359 1.66357  0.0730
140 N 1.99238 3.35535 -1.08143  0.1837
141 C 3.63605 0.60762 0.59983  -0.0769
142 C -3.20328 -6.45914 -2.24386  -0.7654
143 H -2.33889 2.62530 3.63466  0.0942
144 O -1.09405 6.73669 -0.14879  -0.1803
145 C -4.18853 0.37958 -1.23983  -0.4347
146 H -2.71085 3.22394 1.52405  0.0492
147 H -3.82075 -4.43857 3.19430  0.1238
148 H 4.25282 3.34855 -1.45962  0.0637
149 C 1.12080 -0.25202 -4.35047  -0.4523
150 H 1.17181 -5.38989 3.19320  0.0761
151 H 1.11372 4.08828 5.80883  0.1178
152 O 0.34540 -0.66969 -6.72218  -0.1945
153 H 4.74663 4.59728 -3.26277  0.1188
154 H -6.19855 0.48687 -0.63755  0.1222
155 O 2.36676 4.70178 0.62786  0.0376
156 C 1.09580 -0.94362 4.83912  -0.8105

Forces on atoms 1 to 6 (eV/Å):
H -0.1525 -0.1866 0.4121
H 0.4167 -0.8732 0.5152
H 0.1213 0.2892 0.4384
N 0.5670 3.3699 -0.0531
H 0.1489 -0.9677 0.1941
H -0.0736 0.1481 0.1029

2 unconnected molecules or ions with the total composition C7H14O3, computed with ωB97M-V/def2-TZVPD.

Properties
relative energy (zero: lowest compared OMol25 entry of this formula, charge and spin) = 3.408 eV
SMILES = C=CC(O)(O)OC.C=CC
total energy = -13625.774 eV
Kohn-Sham gap = 0.3740 Ha
HOMO = -9.260 eV

Last column: Löwdin charge in e.
Atoms and positions in Å:
1 H 0.09317 -2.55866 1.87574  0.1219
2 H 2.69373 -0.84340 -0.58478  0.0827
3 H -2.93368 -0.99738 -1.93909  0.0598
4 C 1.64287 2.12854 0.46728  -0.0723
5 C -2.44666 -0.96026 -0.97566  0.0453
6 H 0.29807 1.45337 -1.13692  0.1158
7 O 0.83331 -0.60472 0.20470  -0.1987
8 C -0.50120 -1.37223 0.51986  -0.6471
9 H -2.92257 -0.37212 -0.20434  0.0642
10 H -0.83259 2.49807 1.49766  0.0826
11 H 2.40880 1.38116 0.27207  0.0651
12 O -1.06651 -0.64332 1.47784  -0.0015
13 O -0.14823 -2.63774 0.94389  0.0720
14 C 0.32490 1.71359 -0.08587  -0.1779
15 C -0.85276 1.91399 0.58479  -0.0698
16 H 1.59211 2.28548 1.54336  0.0871
17 H 1.37250 -0.86828 -1.79219  0.0844
18 C -1.26027 -1.50820 -0.77806  -0.0678
19 H -1.03420 0.46127 1.14812  0.1151
20 H 1.95236 3.06106 -0.01138  0.0895
21 C 1.67164 -1.17269 -0.78139  -0.1218
22 H -0.77125 -2.09611 -1.54215  0.1099
23 H 1.65404 -2.26362 -0.71629  0.0881
24 H -1.76758 2.00219 0.01281  0.0733

Forces on atoms 1 to 6 (eV/Å):
H 0.0443 0.0582 0.0041
H -0.0477 0.0477 -0.0620
H -0.0975 -0.2140 -0.0232
C 0.0864 -0.3904 0.1094
C 0.2401 0.3321 -0.1365
H -0.0305 -0.2931 0.0496

- The lowest relative energy (zero: lowest compared OMol25 entry of this formula, charge and spin) belongs to which entry?
  CH3ClF2Si

- Which value of relative energy (zero: lowest compared OMol25 entry of this formula, charge and spin) does entry 1 give?
  3.416 eV

- What is the formula in the sixth record?
  C7H14O3

- The lowest relative energy (zero: lowest compared OMol25 entry of this formula, charge and spin) belongs to which entry?
  CH3ClF2Si